Here is 2 unconnected molecules or ions with the total composition C18H22BrO6 at a distorted geometry from OMol25. Energies are from the ωB97M-V functional and the def2-TZVPD basis.

Cartesian coordinates (Å):
C  -5.75243  1.10619  -1.53197
C  -4.58703  0.15860  -1.53956
O  -3.40948  0.90678  -1.20385
C  -2.30745  0.10693  -1.14427
C  -1.03245  0.84029  -1.05762
C  0.09613  0.14604  -0.83643
C  1.36780  0.85594  -1.18366
O  1.47499  2.06415  -1.05306
O  2.35578  0.02380  -1.59298
C  3.55825  0.76634  -1.96688
C  4.54287  -0.18984  -2.57052
O  -2.34431  -1.13124  -1.20175
H  -6.69487  0.56545  -1.66542
H  -5.87680  1.68133  -0.60414
H  -5.68962  1.81760  -2.35872
H  -4.71429  -0.63922  -0.80399
H  -4.42256  -0.26113  -2.54425
H  -1.08605  1.94113  -1.16408
H  0.08349  -0.93663  -0.86069
H  3.24568  1.52212  -2.69637
H  3.94035  1.24172  -1.05429
H  5.43844  0.33842  -2.91669
H  4.88045  -0.96658  -1.88918
H  4.13154  -0.66199  -3.45645
C  -3.79302  0.81210  2.74557
C  -2.86175  -0.30498  2.25575
O  -1.58980  0.29376  1.81538
C  -0.53985  -0.56785  1.62008
C  0.67798  0.16469  1.18943
C  1.98067  -0.42751  1.32988
C  2.13081  -1.82240  1.15033
C  3.36930  -2.40929  0.92423
C  4.52428  -1.60582  1.00548
Br  6.20018  -2.36562  0.66302
C  4.43926  -0.24829  1.38212
C  3.18499  0.35127  1.52372
O  -0.65375  -1.77103  1.81608
H  -4.86674  0.56733  2.61417
H  -3.67992  0.94924  3.82571
H  -3.59580  1.78488  2.25715
H  -2.63630  -1.02129  3.06857
H  -3.26221  -0.80404  1.35973
H  0.64960  1.23613  1.28496
H  1.20904  -2.41561  1.11962
H  3.45050  -3.45836  0.68593
H  5.34985  0.33334  1.51659
H  3.11425  1.43316  1.74330

The value obtained for the energy above the lowest of the compared OMol25 structures with the same formula, charge and spin is 40.6 kJ/mol. The value obtained for the largest force on an atom is 3.541 eV/A. As for the charge: -1. The calculation puts the orbital gap at 5.75 eV. As for the total energy: -3724.595366 Ha.